A molecular structure, C23H30ClCsFN3O7SeSi at a distorted geometry, computed with ωB97M-V with the def2-TZVPD basis set.

```
68
Properties=species:S:1:pos:R:3
Cs -2.65937 -1.16116 0.67574
C 3.82066 -2.35905 4.04797
O 2.90800 -2.53142 5.11039
C 1.57535 -2.44465 4.79282
C 0.69497 -2.59467 5.88681
C -0.65175 -2.50109 5.64683
C -1.20163 -2.28819 4.36822
C -2.64457 -2.23219 4.16859
C -3.56059 -1.91194 5.34395
O -3.18861 -2.37137 3.07513
C -0.29902 -2.11773 3.24407
O -0.68683 -1.84350 2.08247
C 1.11151 -2.22212 3.52797
H 4.81489 -2.45159 4.48147
H 3.71399 -1.37557 3.58199
H 3.68616 -3.12206 3.27584
H 1.09556 -2.77423 6.87499
H -1.31831 -2.62188 6.49131
H -3.21143 -2.26542 6.31061
H -4.54724 -2.31871 5.13000
H -3.64852 -0.82411 5.40314
H 1.76405 -2.07559 2.67911
C 3.33349 -0.10910 0.06623
Si 3.03575 0.00663 -1.79002
C 4.15791 1.41698 -2.40078
C 3.76899 -1.58749 -2.51266
N 1.40923 0.24945 -2.09943
C 0.71956 0.03788 -3.22738
C 1.25831 -0.06662 -4.54205
C 0.48477 -0.26710 -5.67695
C -0.89699 -0.36625 -5.59571
C -1.48505 -0.25933 -4.33358
C -0.70124 -0.06781 -3.22371
F -1.35107 0.03446 -2.03450
H 4.40066 -0.17653 0.29992
H 2.82552 -0.98817 0.47101
H 2.92300 0.76076 0.58496
H 5.21829 1.16784 -2.28290
H 3.96411 2.33441 -1.83689
H 3.97096 1.63482 -3.45575
H 4.79808 -1.73217 -2.16742
H 3.77450 -1.57526 -3.60513
H 3.17790 -2.45109 -2.19768
H 2.33454 0.02583 -4.64828
H 0.97978 -0.33975 -6.64081
H -1.50795 -0.52294 -6.47565
H -2.55648 -0.32743 -4.18084
C -3.71935 3.76342 -1.36788
N -2.28515 3.54197 -1.39515
C -1.61316 2.96674 -2.45787
C -0.34076 2.77517 -2.06577
N -0.24935 3.23845 -0.76866
C 0.93330 3.06393 0.05240
C -1.44293 3.71908 -0.35220
Se -1.84104 4.49311 1.29648
H -3.99227 4.51764 -2.10751
H -3.97858 4.11830 -0.37416
H -4.23027 2.82376 -1.57499
H -2.12022 2.66310 -3.35615
H 0.47910 2.24841 -2.52485
H 1.71771 3.75523 -0.25894
H 1.27337 2.03580 -0.07075
H 0.65891 3.26500 1.08438
O -4.62585 0.59171 -2.38960
Cl -4.97942 -0.28049 -1.29885
O -4.21191 -1.51092 -1.39216
O -6.38429 -0.58355 -1.33066
O -4.65169 0.37038 -0.04052
```

Computed properties:
LUMO energy in eV: 3.99
Net charge: -2
Relative energy (zero: lowest compared OMol25 entry of this formula, charge and spin) in kJ/mol: 130.8
E in eV: -132148.958

4 unconnected molecules or ions with the total composition C23H30ClFN4O4S at a distorted geometry, computed with ωB97M-V with the def2-TZVPD basis set.

```
64
Properties=species:S:1:pos:R:3
C 4.68267 -0.19832 0.55559
C 4.17022 0.19488 -0.83316
C 3.03152 -0.65790 -1.37206
Cl 2.82355 -0.17578 -3.11710
N 3.15401 -2.10250 -1.31363
C 2.73875 -2.80281 -0.08681
C 1.46450 -2.26199 0.53369
C 0.21488 -2.40557 -0.30822
O -0.07278 -1.14031 -0.93616
C -1.37229 -0.95195 -1.23340
C -1.82664 0.47421 -1.26214
O -2.15061 -1.87021 -1.46351
S 4.40435 -2.81329 -2.07820
O 5.29081 -1.90288 -2.69776
O 4.97266 -3.79055 -1.21558
F 3.66063 -3.59522 -3.18256
H 5.64149 0.28692 0.70855
H 4.86358 -1.25860 0.67906
H 4.02814 0.20650 1.32202
H 3.77920 1.20666 -0.76360
H 5.00137 0.27022 -1.52037
H 2.11146 -0.30298 -0.93952
H 3.50028 -2.86817 0.68209
H 2.55281 -3.83900 -0.35437
H 1.58707 -1.21510 0.79338
H 1.30441 -2.79729 1.46216
H 0.27519 -3.19137 -1.05580
H -0.60823 -2.65453 0.35164
H -1.96630 0.79643 -2.28778
H -2.78222 0.55171 -0.76127
H -1.12980 1.14358 -0.77002
N -0.55495 -1.77361 3.22860
C -1.85574 -1.49592 3.13699
C -2.78773 -1.86279 4.09641
C -2.34527 -2.55697 5.21045
C -0.99716 -2.85560 5.32106
C -0.14867 -2.44218 4.30670
H -2.15815 -0.95039 2.25030
H -3.82954 -1.61202 3.97618
H -3.04115 -2.86191 5.98162
H -0.61096 -3.39693 6.17355
H 0.91487 -2.65288 4.35439
N -3.76189 0.99707 1.87743
C -4.80933 0.25798 2.23543
C -6.02282 0.78887 2.64336
C -6.15371 2.16718 2.68709
C -5.07319 2.95231 2.32055
C -3.90520 2.31963 1.92327
H -4.66432 -0.81467 2.18426
H -6.84178 0.13896 2.91911
H -7.08398 2.62239 3.00131
H -5.13276 4.03151 2.34054
H -3.03602 2.89541 1.62462
N 1.58640 3.58811 -3.31170
C 0.89666 4.72661 -3.33083
C 0.33141 5.26597 -4.47625
C 0.49444 4.58551 -5.67173
C 1.21042 3.40032 -5.67162
C 1.73244 2.94636 -4.46923
H 0.79556 5.22840 -2.37443
H -0.22097 6.19448 -4.43083
H 0.06978 4.97320 -6.58895
H 1.36205 2.83734 -6.58214
H 2.29663 2.02344 -4.42062
```

Computed properties:
LUMO energy in eV: 0.61
Net charge: 0
E in eV: -64562.479
SMILES: CC[C@@H](Cl)N(CCCOC(C)=O)S(=O)(=O)F.c1ccncc1.c1ccncc1.c1ccncc1

A molecular structure, C23H30ClGdN3P at a distorted geometry, computed with ωB97M-V with the def2-TZVPD basis set.

```
59
Properties=species:S:1:pos:R:3
Gd 0.33968 -0.08381 0.91584
Cl 2.94498 -0.48085 0.90336
P 0.14318 0.00579 -1.76585
C -0.51753 1.54587 -2.52790
C -1.73839 1.59837 -3.21530
C -2.22441 2.80063 -3.76396
C -1.50794 3.99261 -3.52231
C -0.35635 3.99174 -2.71955
C 0.11480 2.77602 -2.19975
C 1.77325 -0.20642 -2.62634
C 2.50358 -1.38255 -2.32519
C 3.81096 -1.55622 -2.80253
C 4.40251 -0.54745 -3.57064
C 3.73147 0.66815 -3.81288
C 2.42865 0.83150 -3.29976
C -0.79793 -1.35606 -2.56340
C -1.38904 -2.34318 -1.72894
C -2.20950 -3.33950 -2.29478
C -2.40011 -3.35928 -3.67332
C -1.79879 -2.41086 -4.54373
C -0.99064 -1.40652 -3.93722
H 2.07678 -2.12572 -1.65260
H 4.34293 -2.48864 -2.57603
H 5.39585 -0.70630 -3.99935
H 4.18047 1.45913 -4.40564
H 1.93688 1.79046 -3.46884
H -2.32505 0.69068 -3.37778
H -3.11910 2.79263 -4.38990
H -1.85945 4.92870 -3.96350
H 0.20579 4.92228 -2.53976
H 0.99766 2.77858 -1.55679
H -1.25784 -2.28977 -0.65213
H -2.70109 -4.08163 -1.64011
H -3.03903 -4.13458 -4.11485
H -1.96219 -2.41515 -5.61069
H -0.54312 -0.65056 -4.58551
H -1.33057 0.84586 0.47170
H -1.57213 -0.03164 0.39515
C 2.21921 0.06901 5.17933
N 0.77907 0.02551 5.41460
C 0.29733 -0.00413 6.79092
C 0.00066 -0.00009 4.32658
N 0.59371 0.07479 3.14780
N -1.32571 -0.14069 4.33644
C -2.27762 0.02291 5.41507
C -1.94009 -0.34568 3.05097
H 2.60414 0.06376 6.19436
H 2.54218 0.97622 4.60928
H 2.59835 -0.79760 4.57811
H -0.25824 0.92670 7.01906
H -0.37039 -0.87132 6.94050
H 1.26312 -0.08605 7.31793
H 1.61199 0.11030 3.32515
H -3.01705 0.77570 5.06255
H -2.80454 -0.94485 5.51867
H -1.76455 0.31867 6.32486
H -1.86155 0.53126 2.36155
H -1.58525 -1.26854 2.51922
H -2.99401 -0.45818 3.30782
```

Computed properties:
Multiplicity: 8
LUMO energy (spin up / spin down) in eV: -8.09 / -9.34
Net charge: +2
E in eV: -71436.562

A molecular structure, C23H30FN3O2S at a distorted geometry, computed with ωB97M-V with the def2-TZVPD basis set.

```
60
Properties=species:S:1:pos:R:3
C 0.29404 2.17510 3.39064
C -0.70772 2.22244 2.14989
O -1.54403 2.98773 1.95366
N -0.45470 1.23366 1.36512
C -1.33502 1.18660 0.36565
C -1.19340 -0.04237 -0.51190
C -2.29157 -0.06849 -1.42244
C -2.95512 1.16810 -1.36925
S -2.53266 2.06600 0.07070
C -4.26049 1.42793 -2.22645
C -3.88314 0.61536 -3.62022
C -3.52583 -0.70734 -3.35804
C -2.41332 -0.70206 -2.70098
H -2.09938 -1.98452 -2.50290
H -1.49235 -0.51151 -3.49224
H -3.74866 -1.37551 -4.25801
H -4.59862 -1.19654 -2.68644
H -5.04460 0.75498 -4.07217
H -3.21019 1.24190 -4.29332
H -4.29702 2.35005 -2.31015
H -5.06933 1.12278 -1.69569
C 0.07528 -1.20704 -0.57766
N 0.61192 -1.33988 0.64594
C 1.84645 -2.06770 0.75237
C 2.41720 -2.18614 2.01860
N 1.43748 -1.50016 2.98696
C -0.10855 -1.74500 3.07313
C -0.26010 -2.02175 1.41034
H -1.42284 -1.69171 1.47996
H -0.46616 -3.09967 1.24132
H -0.10355 -2.74988 3.47403
H -0.46664 -0.87943 3.47873
C 1.96474 -1.63134 4.38581
H 2.06541 -2.57569 4.80915
C 3.20637 -0.77041 4.70024
O 3.17766 0.47978 4.36952
H 2.46280 1.04280 5.09400
H 3.90345 -1.30541 3.91970
H 3.67953 -1.06525 5.63188
H 1.30354 -1.34549 5.14347
H 1.77215 -3.50729 2.25429
H 3.28303 -2.48439 2.41056
H 2.58618 -1.17393 0.46320
H 1.78630 -2.72481 0.13743
C 1.18278 -0.43602 -1.54330
C 1.26377 -1.10840 -2.85449
C 2.17473 -0.61356 -3.63326
C 2.74601 0.62003 -3.41860
C 2.70394 1.32909 -2.30761
C 1.76426 0.67197 -1.25873
H 1.45552 1.33656 -0.50956
H 3.11702 2.25010 -2.06621
H 3.65798 1.04814 -4.28677
F 2.48945 -1.36701 -4.74457
H 0.77031 -2.17707 -3.03576
H -0.39451 -2.19254 -1.13335
H 0.29978 0.56035 1.56149
H 1.26387 1.59731 3.29117
H -0.08963 1.80629 4.24642
H 0.42623 3.03672 3.53356
```

Computed properties:
LUMO energy in eV: 0.42
Net charge: 0
Relative energy (zero: lowest compared OMol25 entry of this formula, charge and spin) in kJ/mol: 2041.0
E in eV: -46435.451

A molecular structure, C23H30FN3O4S at a distorted geometry, computed with ωB97M-V with the def2-TZVPD basis set.

```
62
Properties=species:S:1:pos:R:3
C 3.41482 4.22836 -0.84091
C 3.36100 2.70773 -0.93184
O 3.42471 2.14338 -1.96972
N 3.05617 2.17383 0.27680
H 2.99233 2.66858 0.92844
C 2.77346 0.70200 0.67756
C 2.45110 0.54404 2.28728
C 2.31569 -0.78061 2.34952
C 3.54870 -1.56417 2.03967
C 3.93377 -1.50370 0.63214
C 4.04315 0.21121 0.30338
H 4.20817 0.21793 -0.88171
H 4.96776 0.24301 0.73105
C 2.74636 -1.92985 -0.12588
H 2.92396 -1.94711 -1.36010
H 2.51029 -3.10540 0.19769
C 1.46783 -1.40983 0.22100
C 1.60702 0.17038 -0.09321
H 1.98650 0.45811 -1.29441
H 0.72806 0.84900 0.21228
C 0.27003 -2.05385 -0.60573
O 0.00136 -3.08430 0.05899
N -0.36324 -1.54112 -1.57960
C -1.39014 -2.56005 -1.97655
H -1.37606 -2.32221 -3.47812
C -2.60127 -2.29026 -1.50705
N -2.80463 -1.07152 -1.25804
S -2.58036 -0.18286 0.28815
O -2.73953 -1.48374 1.33795
O -1.50232 0.55912 0.49328
C -4.14292 0.68372 0.41725
C -4.18965 1.92699 0.27306
C -5.33148 2.67657 0.48941
C -6.57319 1.81192 0.58011
C -6.54709 0.48955 0.67343
C -5.28285 0.05541 0.63990
H -5.27140 -1.21561 0.49503
F -7.67074 -0.09950 1.06503
H -7.51764 2.49376 0.67489
H -5.49209 3.84249 0.51503
H -3.13681 2.39337 0.46696
C -2.26581 -0.00643 -1.99651
H -2.42827 0.92323 -1.97313
C -0.64905 -0.48782 -2.17459
H -0.29713 -0.25350 -3.29204
H 0.02708 0.35713 -1.61838
H -2.47170 -0.41887 -3.17233
H -2.61725 -2.95018 -0.48723
H -3.48602 -2.55214 -2.23594
H -1.12741 -3.55204 -1.85220
C 1.18408 -1.30520 1.63060
H 1.01133 -2.35619 1.88451
H 0.43284 -0.73828 1.81103
H 4.86875 -2.10420 0.49319
H 3.57724 -2.70819 2.50901
H 4.48887 -1.11413 2.92558
H 2.10061 -0.95242 3.47387
H 1.55766 1.24241 2.42045
H 3.40479 1.17999 2.71589
H 4.37729 4.49983 -0.04089
H 2.54275 4.62590 -0.58911
H 3.55051 4.56628 -1.85420
```

Computed properties:
LUMO energy in eV: -0.05
Net charge: 0
E in eV: -50529.309

A molecular structure, C23H30IMnN10S2 at a distorted geometry, computed with ωB97M-V with the def2-TZVPD basis set.

```
67
Properties=species:S:1:pos:R:3
Mn 0.77775 -0.67052 0.50219
C 2.28765 -5.08832 -0.40641
N 1.74305 -4.37692 -1.55791
C 2.34095 -4.79372 -2.82811
C 1.37295 -3.05592 -1.39651
N 1.52525 -2.31552 -0.35641
N 0.71905 -2.46942 -2.46751
C 0.14535 -1.22012 -2.44401
N -0.60425 -0.90712 -3.52601
N 0.33785 -0.46182 -1.43451
H 2.37325 -6.16132 -0.60961
H 1.62815 -4.98372 0.46149
H 3.28125 -4.70602 -0.14831
H 2.52925 -5.87282 -2.84311
H 3.29385 -4.27772 -2.98861
H 1.68025 -4.58122 -3.67441
H 2.03985 -2.85632 0.95479
H 0.21465 -3.13062 -3.02891
H -0.14845 -1.15712 -4.39501
H -0.84405 0.07578 -3.52841
H -0.35265 0.86578 -1.25831
I 3.18525 -4.96772 4.07489
C 2.95275 -3.62752 2.59729
C 3.84915 -3.33042 1.60529
N 3.24655 -2.36652 0.84779
N 2.02145 -2.02492 1.28839
C 1.84535 -2.80202 2.36299
H 4.83565 -3.70132 1.36789
H 3.60775 -1.89912 0.02239
H 0.91925 -2.72532 2.91829
N -0.46735 0.68558 -0.28501
S -0.68355 2.08478 0.22939
C -2.37015 1.86678 0.87789
C -3.06805 3.02018 1.26319
C -4.35295 2.93698 1.80699
C -4.95425 1.69278 1.98329
C -4.26535 0.53538 1.62569
C -2.97765 0.62338 1.08739
C -1.16605 2.85168 -1.34501
C -0.42245 3.96508 -1.75241
C -0.74125 4.64908 -2.92801
C -1.81215 4.22198 -3.71141
C -2.55755 3.11068 -3.32011
C -2.23575 2.42928 -2.14291
H -0.87915 0.47988 -1.20601
H -2.59785 3.99108 1.13459
H -4.87375 3.84468 2.09329
H -5.95135 1.62368 2.40539
H -4.71705 -0.44102 1.76749
H -2.44185 -0.28572 0.82879
H 0.41465 4.29278 -1.14191
H -0.14985 5.50828 -3.22571
H -2.06105 4.74948 -4.62631
H -3.38895 2.76528 -3.92601
H -2.81525 1.56068 -1.84581
S 1.16135 -0.65182 2.83619
C 0.86555 0.94198 2.92969
N 1.87745 1.84258 2.77859
C 1.63335 3.17838 2.85549
C 0.33845 3.63888 3.09069
C -0.68235 2.70228 3.24239
N -0.40185 1.37598 3.15949
H 2.85445 1.51568 2.60139
H 2.44375 3.88608 2.73409
H 0.13075 4.69908 3.15409
H -1.69735 3.02838 3.42579
H 0.20805 0.66938 1.43409
```

Computed properties:
Multiplicity: 6
LUMO energy (spin up / spin down) in eV: -2.64 / -2.63
Net charge: +1
Relative energy (zero: lowest compared OMol25 entry of this formula, charge and spin) in kJ/mol: 2118.7
E in eV: -100297.302